(1)
A molecular structure, C15H31B2Be2Cl5CsF2N4O14 at a distorted geometry. Source: the OMol25 dataset; level of theory: wB97M-V/def2-TZVPD.

Results
Max |F| = 0.1834 Eh/bohr
HOMO energy = -0.3530 Eh
ΔE to the lowest compared entry with this formula, charge and spin = 229.7 kcal per mole

ORCA input file:
```
! RIJCOSX wB97M-V def2-TZVPD def2/J DEFGRID3
* xyz 1 1
C -1.20931 0.18132 -1.01665
C -2.23035 -0.94052 -0.31478
C -3.68015 -1.27733 -1.06716
N -1.92135 -1.63490 0.82996
C -1.90832 -0.66982 2.03423
O -2.70150 0.54612 1.81338
C -4.08894 0.41708 2.27410
C -4.58428 -1.10655 2.61126
N -3.64721 -1.91106 3.48662
C -2.21035 -1.43634 3.46819
B -1.10167 -2.62972 3.80867
O -0.09386 -2.38433 4.90010
N -0.98413 -3.95542 3.08091
C 0.44036 -4.13286 2.51487
C -1.20144 -5.09496 4.08050
H -1.74812 0.56136 -2.00878
H -0.14030 -0.26489 -1.23185
H -1.10900 1.06805 -0.22977
H -4.08552 -2.32924 -0.67747
H -4.50394 -0.49005 -0.72578
H -3.51937 -1.28138 -2.24136
H -0.77108 -0.31182 2.10774
H -4.37421 1.09777 3.19095
H -4.77436 0.79867 1.37442
H -5.60323 -1.00281 3.22437
H -4.86379 -1.66109 1.59736
H -4.07177 -1.92373 4.46205
H -3.64273 -2.90339 3.12016
H -2.05134 -0.61860 4.32104
H -0.55979 -2.62150 5.77144
H 1.26813 -4.00389 3.36081
H 0.56350 -5.21799 2.08654
H 0.61564 -3.28340 1.71867
H -2.16623 -4.90783 4.74977
H -1.31799 -6.14913 3.57071
H -0.26207 -5.09684 4.79707
C -0.25442 1.58515 -4.86359
Cl -1.81569 0.84652 -4.48676
Cl 0.64467 1.95986 -3.38841
H 0.33097 0.88979 -5.47011
H -0.42358 2.50925 -5.42164
Cl 1.58112 -2.27980 6.01869
N -1.18175 0.82139 6.92861
O -2.00293 -0.10364 7.04292
O -0.92361 1.28753 5.80661
O -0.61880 1.28023 7.93639
Be 1.71615 4.10340 -4.76734
Cl 1.63893 -5.71702 0.72451
C 2.99555 7.77910 -3.44578
C 3.37128 8.36689 -4.79663
C 3.76599 9.83000 -4.67397
O 2.26478 8.24932 -5.68716
H 2.13660 8.30539 -3.01458
H 2.70192 6.72917 -3.55127
H 3.83170 7.84010 -2.74237
H 4.20113 7.79675 -5.22818
H 2.93433 10.42906 -4.28630
H 4.02194 10.24311 -5.65559
H 4.62525 9.95257 -4.00743
H 1.52303 8.75255 -5.31199
Cs -1.39999 -0.03159 -6.70816
O -2.58685 5.80972 -5.48846
Cl -3.68429 5.11299 -6.13088
O -4.57816 6.07769 -6.74143
O -4.41044 4.33932 -5.14263
O -3.16201 4.22490 -7.15123
B 6.78223 -6.56877 1.43267
O 7.26826 -7.78080 0.76450
C 6.19680 -8.42060 0.27662
O 6.24977 -9.47188 -0.34091
C 5.00414 -7.68269 0.59229
O 3.86374 -7.99555 0.29078
O 5.32341 -6.57743 1.27933
F 7.34542 -5.38715 0.79817
F 7.13779 -6.59733 2.84286
Be 5.82569 -3.93646 0.92561
*
```

***

(2)
6 unconnected molecules or ions with the total composition C15H31B4N5O14 at a distorted geometry. Source: the OMol25 dataset; level of theory: wB97M-V/def2-TZVPD.

Results
Structure (SMILES) = CB(O)B1OBOB(CCCc2ccccc2)O1.C[N+](=O)[O-].C[N+](=O)[O-].C[N+](=O)[O-].C[N+](=O)[O-].C[N+](=O)[O-]
Max |F| = 0.0205 Eh/bohr
HOMO energy = -0.3306 Eh

ORCA input file:
```
! RIJCOSX wB97M-V def2-TZVPD def2/J DEFGRID3
* xyz 0 1
C -5.32231 0.42378 -3.36040
B -4.15317 -0.05371 -2.44290
O -3.18582 -0.91236 -2.93674
B -4.08957 0.45171 -0.79577
O -4.79414 1.56400 -0.34754
B -5.60235 1.28993 0.74765
O -5.15962 0.36279 1.65343
B -3.81258 0.05692 1.46232
C -2.81446 0.17890 2.65191
C -1.63207 -0.80411 2.62609
C -0.79157 -0.83543 3.92616
C -0.55416 0.51140 4.54084
C -1.48798 1.12953 5.38294
C -1.26400 2.38970 5.91603
C -0.07574 3.05512 5.62484
C 0.87523 2.44272 4.81263
C 0.64019 1.18557 4.27209
O -3.41510 -0.29066 0.17137
H -5.31408 -0.06680 -4.32901
H -6.29683 0.25197 -2.90453
H -5.25480 1.50206 -3.48264
H -2.29377 -0.58080 -2.79037
H -6.64997 1.83344 0.84956
H -3.37156 0.10005 3.57988
H -2.40121 1.18741 2.64136
H -1.99467 -1.80951 2.43689
H -0.95710 -0.47896 1.83916
H -1.20278 -1.54089 4.64110
H 0.18397 -1.21479 3.63701
H -2.40043 0.59667 5.59728
H -2.01459 2.83399 6.54593
H 0.08659 4.03264 6.04659
H 1.80941 2.93731 4.60116
H 1.37971 0.72159 3.63956
C -1.94579 -3.22605 -1.03305
N -0.58319 -2.90753 -1.53251
O 0.34479 -3.55185 -1.09322
O -0.47513 -2.01488 -2.35092
H -1.85856 -4.03814 -0.32135
H -2.34459 -2.32907 -0.57018
H -2.54547 -3.50932 -1.89227
C 2.81648 -1.98632 0.31091
N 2.85866 -1.24403 1.59984
O 3.59240 -0.27898 1.68222
O 2.13211 -1.63550 2.48687
H 3.49051 -1.50112 -0.38545
H 3.11801 -3.00990 0.50785
H 1.79187 -1.95647 -0.04155
C 4.17331 1.94734 -0.47702
N 3.52667 2.00731 -1.81325
O 4.04773 1.39438 -2.72686
O 2.51687 2.66840 -1.91292
H 5.05517 1.32520 -0.55277
H 4.43473 2.96072 -0.20095
H 3.45838 1.52817 0.21865
C 7.09068 3.51806 -3.18644
N 7.15614 4.29136 -1.91490
O 7.88839 5.25138 -1.86621
O 6.45571 3.89597 -1.00301
H 7.75947 3.98184 -3.90084
H 7.39132 2.49967 -2.96167
H 6.06079 3.54207 -3.52968
C -0.27218 -3.72180 -5.37889
N -0.97307 -5.03064 -5.48285
O -1.09388 -5.68736 -4.46902
O -1.38262 -5.34972 -6.57680
H 0.03203 -3.57679 -4.34997
H 0.58586 -3.75364 -6.04280
H -0.97228 -2.95396 -5.69288
*
```

***

> Which formula does entry 1 have?

C15H31B2Be2Cl5CsF2N4O14